Formula: C19H22F2N4O
Source: the OMol25 dataset
Level of theory: the ωB97M-V functional and the def2-TZVPD basis

Output
**Spin multiplicity**: 1
**Total energy**: -33500.0520 eV
**Orbital gap**: 8.308 eV
**Energy above the lowest of the compared OMol25 structures with the same formula, charge and spin**: 0.0 kcal/mol
**Largest force on an atom**: 3.8 eV/Å
**Net charge**: 0

Each line ends with the Löwdin charge.
Geometry (Å):
N  0.779  -0.663  2.650  -0.11
H  0.304  4.869  -0.870  0.11
H  1.529  -2.363  6.346  0.11
C  0.552  -0.838  5.052  -0.45
C  -0.228  -0.707  3.740  -0.06
C  2.119  -0.951  3.136  -0.12
H  -1.843  -1.465  -2.753  0.17
C  0.307  2.916  -1.793  -0.07
N  0.193  0.043  6.150  0.08
C  -0.100  0.666  -0.723  -0.07
C  -2.993  -0.559  -1.028  -0.11
H  -0.021  -2.058  -0.780  0.07
O  -0.574  0.448  -4.244  0.07
H  2.733  -0.401  5.212  0.14
H  0.992  3.525  0.847  0.12
C  -3.173  0.284  -2.276  -0.09
H  0.541  0.982  6.025  0.07
H  1.124  -3.009  4.666  0.11
F  1.261  2.162  2.956  0.07
C  -0.160  -1.731  0.222  -0.01
H  -2.816  -0.059  -0.067  0.11
H  2.587  4.123  -1.077  0.05
H  -3.129  1.369  -2.186  0.11
C  1.988  -0.969  4.650  -0.20
C  0.792  2.475  0.666  0.05
C  0.306  2.035  -0.597  -0.08
H  -0.820  0.241  3.745  0.13
H  -3.844  -0.088  -3.072  0.11
H  2.803  -0.167  2.818  0.12
N  2.121  4.546  -1.848  0.02
H  -1.192  -1.923  0.525  0.08
H  0.154  4.961  -2.581  0.13
C  -1.909  -0.544  -2.086  -0.25
H  2.527  -1.941  2.757  0.13
H  -0.896  -1.543  3.555  0.11
H  0.485  -2.362  0.848  0.08
H  -0.820  0.068  6.336  0.09
C  0.121  -0.226  0.380  -0.09
H  2.502  4.233  -2.742  0.08
C  0.554  0.254  1.614  -0.16
H  -3.528  -1.536  -0.917  0.12
C  0.662  4.382  -1.775  -0.22
F  -0.228  3.219  -4.150  0.06
N  -0.642  0.236  -1.990  0.06
C  -0.046  2.390  -3.049  -0.09
C  1.288  -2.137  5.304  -0.03
C  0.857  1.634  1.771  -0.18
C  -0.372  0.969  -3.133  -0.37



Formula: C19H22F3N3NiO3
Source: the OMol25 dataset
Level of theory: the ωB97M-V functional and the def2-TZVPD basis

Output
**Spin multiplicity**: 3
**<S²>**: 2.004
**Total energy**: -79866.9131 eV
**Orbital gap (spin up / spin down)**: 8.258 / 8.244 eV
**Largest force on an atom**: 3.5 eV/Å
**Net charge**: 0

Each line ends with the Löwdin charge.
Geometry (Å):
H  1.497  3.368  3.953  0.10
F  3.748  1.161  1.380  0.21
H  -4.995  2.426  -0.440  0.10
O  1.958  -1.480  -0.268  -0.14
C  2.687  -2.703  -0.528  -0.23
H  -3.769  -2.154  -3.105  0.10
C  -2.032  3.813  -1.193  -0.03
H  -0.139  2.921  -0.557  0.10
C  2.579  -0.215  -0.308  -0.38
H  3.079  -2.707  -1.545  0.11
N  0.325  0.687  2.205  0.05
C  0.679  1.950  2.550  -0.12
H  -1.739  -2.248  1.451  -0.03
H  1.709  1.796  5.729  0.10
C  -2.759  -1.771  -3.127  -0.06
C  1.177  2.351  3.783  -0.08
C  -2.190  -1.419  -1.907  -0.13
N  -1.665  1.607  -0.136  0.01
C  1.817  -3.951  -0.295  -0.07
F  3.345  -0.817  1.872  0.14
H  0.575  2.720  1.799  0.10
C  -3.013  1.523  -0.058  -0.08
H  3.509  -2.775  0.184  0.11
H  0.411  -1.235  2.986  0.10
H  -3.359  0.659  0.489  0.10
H  0.915  -3.820  -0.892  0.07
H  1.343  -0.684  5.220  0.10
H  -0.231  -0.744  -5.080  0.11
H  3.070  -0.235  -1.281  0.14
H  -1.535  4.628  -1.699  0.10
O  1.502  0.700  -0.425  -0.27
C  -3.927  2.497  -0.586  -0.04
C  -1.209  2.777  -0.594  -0.08
Ni  -0.442  -0.043  0.223  0.65
C  3.641  0.001  0.876  -0.64
C  -0.845  -0.918  -4.209  -0.07
C  0.522  -0.190  3.237  -0.11
H  2.209  -4.949  -0.496  0.07
H  -2.831  -1.449  -1.039  0.09
O  -1.517  -1.360  1.110  -0.42
H  1.458  -3.947  0.734  0.07
H  0.622  -0.193  -3.028  0.11
C  -2.095  -1.481  -4.302  -0.08
C  -0.339  -0.676  -2.934  -0.08
C  -3.385  3.619  -1.162  -0.11
H  -3.991  4.452  -1.485  0.11
C  1.030  0.083  4.527  -0.04
H  -2.598  -1.786  -5.207  0.11
N  -1.004  -0.803  -1.730  0.05
C  1.341  1.427  4.784  -0.08
F  4.862  -0.415  0.523  0.13



Formula: C19H22GeN2OTeZr
Source: the OMol25 dataset
Level of theory: the ωB97M-V functional and the def2-TZVPD basis

Output
**Spin multiplicity**: 1
**Total energy**: -90177.1837 eV
**Orbital gap**: 7.520 eV
**Energy above the lowest of the compared OMol25 structures with the same formula, charge and spin**: 0.0 kcal/mol
**Largest force on an atom**: 0.5 eV/Å
**Net charge**: 0

Each line ends with the Löwdin charge.
Geometry (Å):
Ge  -3.044  -1.722  -1.224  0.61
H  2.721  -3.497  3.853  0.10
H  -3.402  0.832  -0.902  0.02
C  1.302  4.845  -0.843  -0.11
C  1.625  -1.201  1.593  -0.10
Te  -0.446  1.498  -3.078  0.83
H  -2.142  -2.767  0.914  0.01
Zr  -0.508  -0.534  -1.188  1.08
C  0.886  2.795  -2.052  -0.69
C  0.439  4.015  -1.552  -0.20
H  2.703  -4.905  1.803  0.11
H  -5.036  -1.214  -2.747  0.02
C  2.216  2.429  -1.846  -0.17
C  2.424  -3.079  2.902  -0.09
C  1.074  2.351  2.087  -0.06
H  2.582  1.487  -2.239  0.09
H  1.314  3.267  2.592  0.12
H  -4.687  -2.946  -2.670  0.02
H  -2.669  -4.013  -0.236  0.02
H  1.989  -3.937  -0.355  0.12
H  2.447  1.015  3.033  0.16
H  -2.189  0.437  0.309  -0.02
H  -3.792  -0.128  0.549  0.04
C  2.007  -3.335  0.543  -0.01
H  4.106  2.960  -0.989  0.10
H  -1.820  -2.226  -3.329  -0.05
C  -4.769  -2.033  -2.079  -0.21
C  2.408  -3.865  1.752  -0.08
C  3.076  3.259  -1.139  -0.10
H  0.941  5.792  -0.461  0.10
C  1.203  0.201  1.559  -0.28
H  3.291  5.118  -0.084  0.10
C  -1.526  -1.664  -2.442  -0.54
H  1.991  -1.154  3.709  0.11
H  -5.557  -2.162  -1.338  0.02
H  -3.863  -3.138  0.740  0.02
C  2.027  -1.760  2.810  -0.05
C  -3.058  0.038  -0.241  -0.26
N  0.296  0.734  0.754  0.00
H  -0.426  2.749  0.535  0.10
C  1.617  -1.997  0.429  -0.34
C  -2.920  -3.044  0.198  -0.24
O  1.219  -1.515  -0.747  -0.29
H  -0.588  4.319  -1.709  0.09
C  0.219  2.076  1.076  -0.13
C  2.620  4.468  -0.631  -0.11
N  1.698  1.152  2.377  0.12



Formula: C19H22MnN3O3S
Source: the OMol25 dataset
Level of theory: the ωB97M-V functional and the def2-TZVPD basis

Output
**Spin multiplicity**: 6
**<S²>**: 8.754
**Total energy**: -72823.8291 eV
**Orbital gap (spin up / spin down)**: 7.320 / 7.374 eV
**Energy above the lowest of the compared OMol25 structures with the same formula, charge and spin**: 6.3 kcal/mol
**Largest force on an atom**: 0.3 eV/Å
**Net charge**: +1

Each line ends with the Löwdin charge.
Geometry (Å):
C  -1.731  2.444  -1.364  -0.12
O  1.753  0.486  1.386  -0.25
S  -0.815  1.833  1.930  0.68
H  -0.249  3.000  4.479  0.11
C  -0.938  -2.723  0.589  -0.18
C  2.891  1.740  4.504  -0.05
H  4.577  -1.082  -2.245  0.12
C  3.546  0.412  -3.409  -0.03
H  -2.739  -1.795  -0.088  0.14
H  1.786  2.964  5.895  0.12
Mn  0.075  0.275  0.172  0.76
H  -1.458  -3.438  1.229  0.14
H  -0.042  -3.198  0.177  0.14
C  0.638  2.468  4.168  -0.08
C  2.398  1.182  -3.496  0.01
H  0.102  -0.937  3.146  0.08
N  1.563  0.189  -1.509  0.05
H  -1.102  -0.397  -3.105  0.08
C  -1.422  3.320  -3.549  -0.03
O  -0.580  -1.567  1.336  -0.28
C  3.692  -0.470  -2.354  -0.03
C  0.155  1.841  -2.538  -0.22
C  -0.231  2.615  -3.619  0.01
H  3.801  1.692  5.084  0.11
C  1.767  2.443  4.947  -0.05
H  3.634  0.532  2.869  0.14
H  -2.015  -1.915  -3.049  0.10
C  1.419  1.042  -2.528  -0.19
H  0.377  2.664  -4.510  0.11
O  -1.120  -1.312  -1.283  -0.25
C  0.584  1.809  2.927  -0.66
H  -2.700  -0.440  -2.323  0.10
C  2.825  1.097  3.303  -0.02
H  2.281  1.893  -4.300  0.11
C  -2.188  3.240  -2.401  -0.03
C  -1.843  -2.262  -0.508  -0.18
H  -2.281  2.367  -0.435  0.09
H  -1.745  3.926  -4.386  0.12
C  -1.779  -0.998  -2.507  -0.06
C  0.116  -1.847  2.554  -0.05
H  -0.403  -2.641  3.092  0.10
H  -2.143  -3.112  -1.126  0.14
N  -0.595  1.753  -1.437  0.04
C  2.675  -0.541  -1.420  -0.09
H  -3.118  3.781  -2.302  0.12
H  2.754  -1.190  -0.556  0.12
H  1.146  -2.143  2.353  0.10
H  4.323  0.510  -4.156  0.12
N  1.704  1.135  2.546  -0.20



Formula: C19H22N2O2S
Source: the OMol25 dataset
Level of theory: the ωB97M-V functional and the def2-TZVPD basis

Output
**Spin multiplicity**: 1
**Total energy**: -37972.3785 eV
**Orbital gap**: 8.051 eV
**Energy above the lowest of the compared OMol25 structures with the same formula, charge and spin**: 0.0 kcal/mol
**Largest force on an atom**: 0.8 eV/Å
**Net charge**: 0

Each line ends with the Löwdin charge.
Geometry (Å):
C  2.957  1.515  0.410  -0.17
H  5.267  1.467  2.232  0.06
H  2.280  1.518  2.434  0.12
H  4.464  0.568  -2.408  0.12
H  4.398  1.358  3.760  0.07
C  4.593  0.866  -1.364  -0.20
H  -6.375  1.075  0.516  0.12
S  -0.006  0.903  -0.752  1.15
H  2.118  2.164  0.129  0.08
C  -3.550  -0.767  0.299  -0.18
H  3.310  -0.741  3.035  0.11
C  -3.131  1.562  -0.233  0.00
H  1.738  0.119  1.513  0.09
H  5.600  0.138  3.339  0.07
N  -3.089  -2.051  0.456  0.17
C  -5.333  0.843  0.351  -0.04
H  -5.440  3.611  0.731  0.08
H  -4.171  3.948  -0.454  0.07
C  2.519  -0.308  -1.223  -0.48
C  4.815  0.776  2.940  -0.11
H  1.012  -2.546  -0.363  0.14
N  3.312  0.659  -0.706  -0.06
H  6.635  0.206  -1.339  0.08
C  5.729  0.047  -0.761  -0.06
H  3.817  2.158  0.604  0.12
C  -2.659  0.256  -0.079  -0.16
C  -4.975  3.265  -0.191  -0.05
C  2.592  0.771  1.701  -0.18
H  5.921  0.332  0.270  0.05
C  -1.793  -2.495  0.278  -0.42
O  2.905  -1.073  -2.090  0.08
C  -4.893  -0.451  0.511  -0.01
C  -0.873  -1.443  -0.128  -0.14
H  4.157  -0.688  1.495  0.09
H  5.476  -1.010  -0.799  0.08
C  -1.305  -0.138  -0.284  -0.38
C  -4.459  1.869  -0.024  -0.28
C  3.728  -0.068  2.283  -0.25
H  4.829  1.933  -1.329  0.12
H  -5.581  -1.231  0.800  0.11
H  -3.756  -2.762  0.733  0.16
C  0.504  -1.600  -0.411  -0.02
H  -2.428  2.330  -0.524  0.10
H  -5.729  3.298  -0.976  0.08
C  1.120  -0.430  -0.735  -0.41
O  -1.510  -3.661  0.464  0.07